The following is a quantum chemistry calculation of C33H40As2FN5O4Pt as an isolated structure, from the Open Molecules 2025 dataset.

The geometry in XYZ format:
```
86
C33H40As2FN5O4Pt (ωB97M-V/def2-TZVPD)
Pt 0.35230 0.04164 0.16497
C 0.38010 0.71073 3.84743
As 0.05480 -0.51418 2.39220
C -1.59536 -1.35446 2.87197
C 1.44536 -1.84004 2.68648
C 1.33580 -2.83864 3.64518
C 2.36742 -3.75561 3.80830
C 3.50649 -3.67152 3.01971
C 3.62211 -2.66723 2.06595
C 2.59083 -1.75402 1.89734
As 2.61764 -0.30788 0.60570
C 3.89408 -0.82108 -0.73214
C 3.58705 1.06750 1.56722
H 0.27224 0.15579 4.77821
H -0.33495 1.53203 3.82832
H 1.38784 1.10904 3.78244
H -1.52108 -1.64986 3.91687
H -1.76927 -2.20225 2.21684
H -2.40830 -0.63938 2.75875
H 0.44922 -2.92537 4.26075
H 2.27618 -4.53965 4.54789
H 4.30536 -4.39078 3.14315
H 4.51446 -2.61569 1.45407
H 3.61025 -1.77354 -1.17435
H 4.87352 -0.89572 -0.26408
H 3.92097 -0.05938 -1.50899
H 4.36469 0.60122 2.17054
H 2.90414 1.62248 2.20213
H 4.04322 1.76006 0.86002
F 1.71040 1.92024 -6.22977
C 1.01742 0.81862 -5.87132
C 0.86305 0.56255 -4.54295
C 0.10120 -0.52838 -4.10974
C -0.09029 -0.76936 -2.68140
O 0.57513 -0.02700 -1.89709
C -0.97793 -1.81871 -2.33972
C -1.48014 -2.59718 -3.35069
N -1.24883 -2.42821 -4.66074
C -1.84099 -3.34093 -5.62185
C -0.94100 -4.27949 -6.37478
C -1.85753 -4.80102 -5.30989
C -0.47829 -1.35379 -5.07747
C -0.28046 -1.09337 -6.43919
C 0.45340 -0.00144 -6.86884
N 0.62763 0.22981 -8.25084
C -0.51648 0.10699 -9.14277
C -0.07694 -0.64815 -10.39897
N 1.38580 -0.35390 -10.63434
C 1.69859 1.06813 -10.26826
C 1.59321 1.21023 -8.74562
C -1.45617 -2.21900 -0.94577
O -1.91598 -3.34130 -0.81221
O -1.40783 -1.30963 -0.04614
H 1.30666 1.22712 -3.81479
H -2.12094 -3.42392 -3.07438
H -2.69388 -2.92192 -6.14174
H 0.11468 -4.24575 -6.13878
H -1.17309 -4.48159 -7.41168
H -1.40274 -5.12807 -4.38497
H -2.73492 -5.36055 -5.59874
H -0.69852 -1.77812 -7.16149
H -0.91439 1.09418 -9.40370
H -1.32516 -0.43873 -8.66929
H -0.62415 -0.32722 -11.28327
H -0.17320 -1.72654 -10.29255
H 1.63379 -0.54737 -11.60428
H 1.94338 -0.97034 -10.04158
H 0.98120 1.68639 -10.80349
H 2.69740 1.31523 -10.61872
H 1.32353 2.24527 -8.52241
H 2.56134 1.01327 -8.28929
N 0.00078 5.65676 -1.15106
C -1.32412 5.35818 -1.15551
O -2.17046 6.14827 -1.51191
C -1.72356 3.97738 -0.70107
C -3.06940 3.75742 -0.43103
C -3.47932 2.50134 -0.02761
C -2.53161 1.49841 0.08945
N -1.23718 1.69747 -0.17428
C -0.84696 2.91567 -0.56492
H 0.26082 6.59400 -1.40879
H 0.69094 5.07148 -0.72090
H -3.76152 4.58090 -0.54823
H -4.51798 2.29124 0.18598
H -2.79768 0.48734 0.37315
H 0.20677 3.00550 -0.79704
```

Summary:
Frontier orbital gap, hartree: 0.2745
Energy relative to the best compared isomer or geometry (same formula, charge and spin), kcal per mole: 0.40
Charge: +2
Multiplicity: 1
HOMO, eV: -12.3

---

The following is a quantum chemistry calculation of a 2-piece molecular cluster, C4H9I2N overall in a non-equilibrium geometry, from the Open Molecules 2025 dataset.

The geometry in XYZ format:
```
16
C4H9I2N (ωB97M-V/def2-TZVPD)
C -1.38610 0.55818 -1.47812
C -0.38050 1.05429 1.57527
C 1.47738 -2.06046 0.22094
C 0.03398 -0.12704 0.81066
N 1.01441 -0.81611 0.84851
I 0.48395 1.27531 -2.23496
I 2.74151 0.00627 2.60545
H -1.34952 -0.52612 -1.76607
H -2.17492 1.04040 -2.02938
H -1.34544 0.76693 -0.33674
H -0.99917 0.54852 2.34209
H 0.63416 1.43198 1.92531
H -1.01466 1.82423 1.02606
H 0.84880 -2.22858 -0.65689
H 2.53463 -1.89360 -0.02874
H 1.39746 -2.88875 0.95497
```

Summary:
Frontier orbital gap (spin up / spin down), hartree: 0.2610 / 0.2618
Energy relative to the best compared isomer or geometry (same formula, charge and spin), kcal per mole: 32.57
Charge: 0
Multiplicity: 1
HOMO (spin up / spin down), eV: -8.0 / -8.0

---

The following is a quantum chemistry calculation of a 2-piece molecular cluster, C3H9NO2 overall in a non-equilibrium geometry, from the Open Molecules 2025 dataset.

The geometry in XYZ format:
```
15
C3H9NO2 (ωB97M-V/def2-TZVPD)
C -1.25648 0.48225 -1.96972
C 0.07667 0.53833 0.19924
C -0.76007 -0.52715 0.83982
H -2.24811 0.81451 -1.58892
H -1.20037 -0.65469 -2.04273
H -1.23226 0.97499 -2.95168
H 0.40241 1.69284 -1.47254
H -0.02231 -1.08954 1.44274
H -1.42574 -0.11083 1.60997
H -1.24735 -1.20490 0.15433
H 2.62569 -1.63417 2.55587
H 2.72064 -0.66810 1.27626
N -0.20434 0.93386 -1.07573
O 0.97674 1.16757 0.76519
O 2.79488 -0.71497 2.25789
```

Summary:
Frontier orbital gap, hartree: 0.3741
Energy relative to the best compared isomer or geometry (same formula, charge and spin), kcal per mole: 24.44
Charge: 0
Multiplicity: 1
HOMO, eV: -9.4

---

The following is a quantum chemistry calculation of C28H27FIrN5O9S2 as an isolated structure in a non-equilibrium geometry, from the Open Molecules 2025 dataset.

The geometry in XYZ format:
```
73
C28H27FIrN5O9S2 (ωB97M-V/def2-TZVPD)
Ir -3.39375 1.86780 -0.40994
F 2.93642 1.77576 -2.88613
C 2.55710 1.52371 -1.60859
C 1.27644 1.82524 -1.22759
C 0.86929 1.60270 0.09070
C -0.52080 1.84432 0.43344
O -1.27390 2.24483 -0.48238
C -0.87744 1.59117 1.79393
C 0.06886 1.13187 2.64904
N 1.34442 0.82096 2.30880
C 2.24100 0.30761 3.30581
C 1.73090 -0.73269 4.25750
C 2.71231 -1.11867 3.19230
C 1.77433 1.06931 1.01961
C 3.06808 0.75223 0.60257
C 3.47013 0.96342 -0.71758
N 4.77440 0.53454 -1.09807
C 5.91137 1.09383 -0.39542
C 6.92334 -0.05126 -0.18288
N 6.60114 -1.09891 -1.20135
C 6.42433 -0.46458 -2.53950
C 5.08851 0.30004 -2.49471
C -2.27081 1.69787 2.36962
O -2.41547 1.56865 3.56849
O -3.27166 1.91823 1.58371
H 0.56753 2.22708 -1.93428
H -0.22022 0.94608 3.67396
H 2.94385 1.04090 3.69379
H 0.71252 -1.06493 4.12366
H 2.06169 -0.67791 5.28358
H 2.32891 -1.69487 2.36249
H 3.73149 -1.33561 3.48311
H 3.74782 0.27422 1.29217
H 5.59827 1.49467 0.56532
H 6.37338 1.91549 -0.95973
H 6.83125 -0.51817 0.79705
H 7.95533 0.26006 -0.34364
H 5.68120 -1.47694 -0.93589
H 7.28947 -1.85066 -1.20745
H 6.44005 -1.23747 -3.30565
H 7.27933 0.19659 -2.68400
H 4.29374 -0.30206 -2.93592
H 5.18775 1.21670 -3.08782
C -7.82797 2.94131 -0.96160
C -6.32927 2.98771 -0.84994
S -5.50365 1.43918 -0.90198
C -5.61088 4.11138 -0.72996
C -6.19708 5.48325 -0.65617
S -3.86265 4.04326 -0.68559
H -8.16124 1.91374 -1.09655
H -8.18880 3.52315 -1.81126
H -8.30915 3.32645 -0.06139
H -7.25812 5.47655 -0.89200
H -5.69600 6.15432 -1.35529
H -6.07139 5.90446 0.34343
O -0.98337 -0.68832 0.25532
C -2.08244 -1.01852 -0.20433
O -3.03840 -0.28223 -0.57203
C -2.33929 -2.50962 -0.39919
C -1.26731 -3.38804 -0.29884
C -1.48407 -4.74802 -0.48430
C -2.73862 -5.27636 -0.74722
C -3.78191 -4.36808 -0.83174
C -3.61098 -2.99707 -0.67187
N -5.11812 -4.88720 -1.11068
O -5.24095 -6.09394 -1.22005
O -6.03441 -4.09195 -1.14714
N -0.35173 -5.65568 -0.40190
O -0.57092 -6.84920 -0.49280
O 0.73607 -5.18365 -0.10792
H -0.28703 -2.99892 -0.07767
H -2.89825 -6.33383 -0.88273
H -4.44398 -2.31526 -0.75879
```

Summary:
Frontier orbital gap, hartree: 0.1443
Energy relative to the best compared isomer or geometry (same formula, charge and spin), kcal per mole: 11.36
Charge: 0
Multiplicity: 1
HOMO, eV: -5.8

---

The following is a quantum chemistry calculation of a 5-piece molecular cluster, C34H64N2O16 overall in a non-equilibrium geometry, from the Open Molecules 2025 dataset.

The geometry in XYZ format:
```
116
C34H64N2O16 (ωB97M-V/def2-TZVPD)
C 11.50580 -0.49217 5.09202
C 10.65247 0.77068 5.23750
O 10.15458 1.12546 3.95341
C 9.47804 2.38355 3.92948
C 8.25277 2.26796 3.00621
O 7.20610 3.09030 3.49898
C 6.01688 2.98116 2.73146
C 5.13386 4.22429 2.96201
O 3.91135 3.94654 3.63300
C 2.81839 3.77056 2.75914
C 1.53726 3.44008 3.55521
C 1.00364 4.71693 4.13147
N 0.59390 5.65813 4.58148
C 1.65348 2.34519 4.67730
C 2.29308 2.98301 5.87663
N 2.75678 3.36993 6.81740
C 0.20168 1.89146 5.08927
C -0.40305 2.56938 6.33782
C 2.58806 1.14869 4.30170
C 1.98450 -0.09791 3.59976
C 1.05723 0.11755 2.37331
C -0.21080 -0.75942 2.47901
O -1.23388 -0.35979 1.57597
C -1.29112 -1.16895 0.39832
H 10.88798 -1.34675 4.78241
H 12.28442 -0.33144 4.33208
H 11.97642 -0.74751 6.05528
H 11.24580 1.59217 5.67667
H 9.79859 0.56370 5.91006
H 9.15811 2.67942 4.93947
H 10.18014 3.13267 3.52108
H 8.52682 2.56366 1.97736
H 7.94741 1.20556 2.98659
H 6.28361 2.89992 1.66021
H 5.47334 2.05767 2.99989
H 5.71906 4.93160 3.57121
H 4.93663 4.71847 1.99527
H 2.63586 4.71452 2.20969
H 3.02265 2.99261 2.00045
H 0.77801 3.14469 2.81152
H 0.18507 0.80782 5.27084
H -0.45996 2.10509 4.23279
H -0.42299 3.66284 6.26321
H 0.10287 2.24971 7.26021
H -1.45088 2.23135 6.41964
H 3.01544 0.79196 5.25367
H 3.44160 1.49779 3.71157
H 2.82622 -0.74238 3.29869
H 1.42989 -0.67850 4.35544
H 0.73990 1.15443 2.23787
H 1.58990 -0.20280 1.46056
H 0.05213 -1.82282 2.32861
H -0.62547 -0.68507 3.49984
H -2.03394 -1.97271 0.52119
H -0.30732 -1.61079 0.17350
H -1.55784 -0.51637 -0.44450
C -4.52534 -6.66372 -3.61424
C -3.37211 -6.10622 -2.81115
O -3.31828 -4.67061 -2.88960
C -4.16915 -4.02160 -2.09391
O -4.93740 -4.52001 -1.31192
O -4.02102 -2.71056 -2.31099
C -4.90403 -1.88289 -1.55035
H -4.48038 -6.29918 -4.64168
H -4.48432 -7.75269 -3.62766
H -5.48418 -6.36055 -3.19405
H -2.42261 -6.44713 -3.22128
H -3.42076 -6.41735 -1.76789
H -4.84243 -2.11763 -0.48942
H -5.92876 -2.00131 -1.90128
H -4.58471 -0.85704 -1.70895
C -2.88724 2.35479 -0.13364
C -3.62550 3.64803 -0.40844
O -4.00246 4.30876 0.80836
C -3.02309 4.98506 1.40622
O -1.88784 5.08533 1.00670
O -3.50143 5.52760 2.52474
C -2.51354 6.24102 3.27379
H -3.47554 1.70760 0.51929
H -2.69785 1.83208 -1.07158
H -1.93104 2.54193 0.35450
H -4.56035 3.45508 -0.92656
H -3.03163 4.32209 -1.02433
H -2.00367 6.97447 2.65302
H -1.78858 5.53922 3.67977
H -3.02793 6.74294 4.08827
C -4.22193 1.12988 -5.46298
C -5.55318 1.12505 -4.74202
O -5.65575 2.21534 -3.81508
C -5.96484 3.39764 -4.36021
O -6.18118 3.60622 -5.52596
O -5.99318 4.30852 -3.38592
C -6.27341 5.64093 -3.82645
H -3.40051 1.14816 -4.74506
H -4.12640 0.23735 -6.08164
H -4.12966 2.00574 -6.10449
H -5.64724 0.22342 -4.13756
H -6.38784 1.15174 -5.44203
H -7.18433 5.66916 -4.42059
H -5.43852 6.02823 -4.40866
H -6.40057 6.23613 -2.92678
C -0.25010 -10.61150 -8.43422
C -1.62995 -10.58864 -7.81374
O -1.79242 -9.46931 -6.92615
C -2.05106 -8.30282 -7.51900
O -2.18596 -8.11820 -8.70147
O -2.14733 -7.36771 -6.56845
C -2.37482 -6.04732 -7.06959
H 0.51651 -10.58331 -7.65875
H -0.11903 -11.51956 -9.02306
H -0.10259 -9.75290 -9.08860
H -1.78490 -11.46672 -7.18898
H -2.41088 -10.56972 -8.57358
H -3.22616 -6.02761 -7.74702
H -1.48549 -5.68045 -7.58011
H -2.58451 -5.41844 -6.20777
```

Summary:
Frontier orbital gap, hartree: 0.3766
Energy relative to the best compared isomer or geometry (same formula, charge and spin), kcal per mole: 0.00
Charge: 0
Multiplicity: 1
HOMO, eV: -9.8